1.
Formula: C8H12ClN3
Source: the Open Molecules 2025 dataset
Level of theory: ωB97M-V/def2-TZVPD

Positions of all 24 atoms, in Å:
1 Cl -1.015 -1.822 -0.525
2 N -3.055 -0.008 -0.678
3 N -0.293 1.837 -0.990
4 N -2.007 1.383 0.611
5 C 2.119 -0.972 -0.967
6 C 0.028 -0.153 0.430
7 C 0.156 -0.522 1.805
8 C -0.960 0.821 -0.216
9 C -1.739 -0.139 -1.099
10 C 1.341 0.097 -0.387
11 C 0.851 1.273 -1.244
12 C -3.128 0.807 0.273
13 H -1.505 -0.083 -2.115
14 H -3.938 -0.577 -0.869
15 H 1.632 -1.631 -1.861
16 H 1.641 1.696 -1.880
17 H 3.127 -0.693 -1.164
18 H 0.478 -1.489 2.085
19 H -3.963 1.139 0.916
20 H -0.877 -0.525 2.313
21 H 1.984 0.572 0.404
22 H 0.752 0.223 2.255
23 H 2.350 -1.800 -0.153
24 H -1.818 2.210 1.074

Energy relative to the best compared isomer or geometry (same formula, charge and spin), eV: 1.974
E_HOMO, eV: -18.5
Energy, Ha: -935.735256
Spin multiplicity: 1
E_LUMO, eV: -9.42
Net charge: +2

How is the electron density shared among the atoms? According to natural (NBO), the charges in e are: 0.23 -0.53 -0.36 -0.50 -0.65 0.49 -0.77 0.06 0.08 -0.41 0.20 0.42 0.28 0.50 0.25 0.25 0.28 0.31 0.30 0.25 0.30 0.30 0.26 0.47


2.
Formula: C2H5NO
Source: the Open Molecules 2025 dataset
Level of theory: ωB97M-V/def2-TZVPD

Positions of all 9 atoms, in Å:
1 O -0.586 -1.912 0.594
2 N 1.123 0.132 -0.681
3 C -0.009 0.413 0.162
4 C -0.895 -0.762 0.558
5 H 0.437 0.749 1.109
6 H 1.684 0.959 -0.800
7 H 0.894 -0.307 -1.566
8 H -1.961 -0.499 0.771
9 H -0.686 1.225 -0.147

Energy relative to the best compared isomer or geometry (same formula, charge and spin), eV: 1.384
SMILES: NCC=O
E_HOMO, eV: -9.6
Energy, Ha: -209.171480
Spin multiplicity: 1
E_LUMO, eV: 0.90

How is the electron density shared among the atoms? According to natural (NBO), the charges in e are: -0.50 -0.82 -0.33 0.43 0.22 0.37 0.37 0.10 0.17


3.
Formula: C4H11NO2
Source: the Open Molecules 2025 dataset
Level of theory: ωB97M-V/def2-TZVPD

Positions of all 18 atoms, in Å:
1 O 7.197 -0.641 3.013
2 O -4.135 0.172 -0.974
3 N -0.441 -1.230 -0.091
4 C 0.592 1.114 -0.654
5 C -3.058 -0.250 -0.623
6 C -1.875 0.770 -0.604
7 C -0.562 0.015 -0.865
8 H 0.372 1.804 0.161
9 H 6.391 -0.756 2.498
10 H 7.227 0.335 3.058
11 H 1.554 0.581 -0.722
12 H -2.158 1.389 -1.451
13 H -0.828 -0.968 0.807
14 H 0.484 1.734 -1.557
15 H -1.922 1.256 0.380
16 H -3.013 -1.288 -0.270
17 H -0.539 -0.011 -1.966
18 H 0.561 -1.382 -0.095

Energy relative to the best compared isomer or geometry (same formula, charge and spin), eV: 2.131
SMILES: C[C@@H](N)CC=O.O
E_HOMO, eV: -9.3
Energy, Ha: -364.189871
Spin multiplicity: 1
E_LUMO, eV: 0.62

How is the electron density shared among the atoms? According to natural (NBO), the charges in e are: -0.93 -0.53 -0.83 -0.63 0.42 -0.52 -0.05 0.21 0.46 0.46 0.20 0.24 0.36 0.21 0.22 0.14 0.18 0.36


4.
Formula: C31H31Cl8GeMgN3PSSb
Source: the Open Molecules 2025 dataset
Level of theory: ωB97M-V/def2-TZVPD

Positions of all 78 atoms, in Å:
1 Sb 0.685 -1.890 2.576
2 Ge -0.927 4.121 0.616
3 Cl -1.492 -2.305 -1.198
4 Cl -3.017 4.720 0.729
5 Cl -5.820 -1.624 1.927
6 Cl -0.005 5.609 -0.725
7 Cl -4.449 0.830 3.263
8 Cl -4.376 -3.145 -0.383
9 Cl -1.612 1.673 2.405
10 Cl -0.023 4.686 2.550
11 S 3.628 2.605 2.117
12 P 1.782 -1.081 -1.728
13 Mg 0.356 -0.164 0.297
14 N 2.101 1.987 0.187
15 N 1.614 1.300 1.267
16 N 1.963 1.015 3.570
17 C -1.686 -0.302 0.565
18 C 1.892 2.798 -4.210
19 C 3.135 2.712 0.440
20 C -3.656 -0.021 1.999
21 C 0.818 2.507 -3.381
22 C 3.799 -3.411 -4.454
23 C -0.249 -3.747 2.048
24 C -3.623 -1.799 0.370
25 C 4.264 -0.418 -0.445
26 C 2.278 1.550 2.368
27 C 5.329 -1.949 1.072
28 C 2.992 0.773 -3.514
29 C -4.276 -1.110 1.390
30 C -2.348 -1.389 -0.006
31 C 3.823 3.615 -0.525
32 C 2.216 -2.206 -3.106
33 C 1.932 0.486 -2.657
34 C -2.381 0.352 1.581
35 C 2.973 1.929 -4.279
36 C 3.502 -2.699 -3.302
37 C 3.227 -2.526 0.069
38 C 0.842 1.356 -2.612
39 C 1.227 -2.458 -4.056
40 C 3.221 -1.313 -0.629
41 C 5.256 3.201 -0.880
42 C 4.283 -2.847 0.905
43 C 5.313 -0.732 0.409
44 C 2.283 -2.660 3.791
45 C -0.647 -1.507 4.216
46 C 1.528 -3.176 -5.201
47 C 2.819 -3.641 -5.408
48 H 4.804 -3.780 -4.609
49 H 3.826 0.086 -3.599
50 H 3.851 4.609 -0.074
51 H -0.338 -0.640 4.799
52 H 4.299 -3.803 1.412
53 H 0.758 -3.368 -5.936
54 H 3.005 -1.873 4.002
55 H 5.753 4.019 -1.398
56 H 2.786 -3.467 3.264
57 H 0.280 -4.223 1.224
58 H 3.061 -4.181 -6.313
59 H -1.658 -1.345 3.847
60 H 5.839 2.966 0.013
61 H 1.871 3.693 -4.818
62 H 2.395 1.422 4.384
63 H 4.274 -2.535 -2.561
64 H -0.254 -4.412 2.910
65 H 0.220 -2.090 -3.893
66 H 3.204 3.662 -1.419
67 H 3.798 2.145 -4.946
68 H 1.866 -3.036 4.722
69 H 5.265 2.341 -1.547
70 H 4.256 0.516 -0.984
71 H 6.131 -0.033 0.535
72 H -0.016 1.116 -1.986
73 H -0.036 3.170 -3.342
74 H 6.164 -2.208 1.710
75 H 0.987 0.781 3.692
76 H -0.635 -2.382 4.864
77 H -1.275 -3.547 1.741
78 H 2.414 -3.229 -0.093

Energy relative to the best compared isomer or geometry (same formula, charge and spin), eV: 1.299
E_HOMO (spin up / spin down), eV: -11.3 / -11.3
Energy, Ha: -8302.429774
Spin multiplicity: 2
E_LUMO (spin up / spin down), eV: -2.47 / -5.19
Net charge: +1

How is the electron density shared among the atoms? According to Löwdin, the charges in e are: 1.32 -0.15 0.68 0.09 0.72 0.05 0.71 0.71 0.63 0.04 1.14 1.05 0.36 0.02 -0.09 0.11 -0.29 -0.07 -0.58 -0.71 -0.07 -0.06 -0.29 -0.71 -0.09 -0.70 -0.06 -0.08 -0.70 -0.73 -0.22 -0.35 -0.37 -0.71 -0.06 -0.08 -0.14 -0.12 -0.09 -0.41 -0.08 -0.08 -0.06 -0.29 -0.28 -0.06 -0.07 0.11 0.11 0.12 0.00 0.11 0.11 0.00 0.08 -0.01 0.00 0.11 0.00 0.07 0.11 0.11 0.11 0.02 0.10 0.11 0.11 0.01 0.06 0.07 0.11 0.08 0.11 0.11 0.04 0.02 0.00 0.11


5.
Formula: C54H37BrN7O3P2S2Yb
Source: the Open Molecules 2025 dataset
Level of theory: ωB97M-V/def2-TZVPD

Positions of all 107 atoms, in Å:
1 Yb 0.205 -0.416 1.000
2 Br -2.067 1.564 0.590
3 S 0.927 2.176 2.126
4 S 2.719 0.270 0.098
5 P -1.618 0.071 -3.077
6 P 0.505 1.919 -2.235
7 O 1.367 -0.699 -2.393
8 O 1.064 -1.952 -0.722
9 O -0.205 -0.300 -1.025
10 N -1.569 -2.041 0.739
11 N -0.341 1.111 -3.537
12 N -1.978 -10.514 3.287
13 N 0.779 -0.971 -1.380
14 N 1.259 -2.285 2.057
15 N 3.745 3.422 4.059
16 N 5.943 1.272 1.536
17 C -4.677 2.088 3.775
18 C -1.280 -5.769 3.403
19 C 3.046 2.772 -5.298
20 C -1.403 -1.031 5.426
21 C 2.123 4.887 -4.658
22 C -0.151 -1.866 -4.603
23 C -3.034 0.503 4.569
24 C -0.758 3.214 -1.905
25 C -1.354 5.131 -0.577
26 C -4.196 1.277 4.762
27 C -0.379 -4.238 -4.290
28 C -4.368 0.220 -6.799
29 C -1.607 -3.317 1.261
30 C -2.903 -3.877 1.038
31 C -4.753 -0.385 -5.612
32 C -3.627 -2.926 0.365
33 C 2.955 -3.672 2.655
34 C 2.536 -2.349 2.398
35 C -1.950 3.340 -2.604
36 C 2.929 4.139 -5.500
37 C -1.584 -7.077 3.715
38 C 0.174 -3.160 -4.961
39 C -0.960 -7.737 1.468
40 C -0.472 4.111 -0.878
41 C -2.539 5.254 -1.283
42 C -2.879 1.395 2.351
43 C -1.598 -2.712 -2.900
44 C -3.884 -0.401 -4.539
45 C 3.265 2.789 3.221
46 C 4.790 1.262 1.476
47 C -2.761 -1.826 0.198
48 C -0.660 -6.425 1.172
49 C -2.554 -0.318 5.606
50 C -2.836 4.355 -2.293
51 C -4.008 2.148 2.547
52 C 1.404 4.274 -3.646
53 C 2.347 2.163 -4.273
54 C 0.782 -3.586 2.087
55 C -1.731 -9.414 3.047
56 C -0.521 -4.008 1.814
57 C -1.039 -1.625 -3.562
58 C 1.849 -4.459 2.468
59 C -3.111 0.793 -6.903
60 C 2.643 2.028 2.228
61 C -2.318 0.542 3.327
62 C -0.814 -5.428 2.135
63 C -1.425 -8.078 2.746
64 C 3.397 1.252 1.364
65 C -2.244 0.784 -5.822
66 C -1.116 -0.213 3.110
67 C 1.486 2.900 -3.462
68 C -1.266 -4.008 -3.254
69 C -0.704 -0.958 4.213
70 C -2.627 0.188 -4.628
71 H -1.947 -7.337 4.700
72 H -4.640 -2.993 0.010
73 H -4.702 1.212 5.719
74 H -3.760 4.443 -2.846
75 H 0.219 -1.529 4.154
76 H -3.108 -0.359 6.537
77 H -5.558 2.695 3.930
78 H -3.234 -4.850 1.352
79 H -2.190 2.649 -3.398
80 H -1.413 -4.987 4.135
81 H 0.438 3.989 -0.301
82 H 0.375 0.593 -4.044
83 H 0.864 -3.331 -5.776
84 H -1.695 -4.838 -2.710
85 H 3.150 -1.465 2.485
86 H 0.765 4.868 -3.008
87 H -5.048 0.238 -7.643
88 H -2.803 1.244 -7.839
89 H -1.273 1.251 -5.902
90 H -1.118 5.824 0.219
91 H 2.038 5.959 -4.798
92 H -4.371 2.779 1.749
93 H -0.847 -8.511 0.722
94 H -2.990 -0.901 -0.307
95 H -3.238 6.045 -1.052
96 H 0.299 -1.049 -5.151
97 H -0.127 -5.250 -4.579
98 H 2.467 1.104 -4.083
99 H -1.030 -1.658 6.227
100 H 3.677 2.182 -5.948
101 H -4.169 -0.870 -3.605
102 H 3.950 -3.976 2.931
103 H -2.296 -2.540 -2.093
104 H -0.300 -6.153 0.191
105 H 1.780 -5.530 2.558
106 H 3.460 4.618 -6.313
107 H -5.730 -0.844 -5.528

E_HOMO (spin up / spin down), eV: -1.8 / -1.8
Energy, Ha: -7900.853005
Spin multiplicity: 2
E_LUMO (spin up / spin down), eV: 3.48 / 3.48
Net charge: -2

Löwdin population analysis, charges in e, atoms 1 to 99: 1.26 0.87 0.52 0.60 1.00 1.04 -0.04 -0.05 -0.42 0.00 -0.39 0.14 -0.71 -0.04 0.12 0.12 -0.11 0.00 -0.10 -0.11 -0.10 -0.09 -0.18 -0.44 -0.09 -0.06 -0.10 -0.12 -0.25 -0.03 -0.10 -0.09 -0.07 -0.15 -0.12 -0.12 -0.02 -0.09 -0.02 -0.17 -0.11 -0.50 -0.09 -0.11 -0.34 -0.34 -0.21 -0.01 -0.08 -0.10 -0.15 -0.08 -0.11 -0.26 -0.21 -0.05 -0.34 -0.03 -0.10 -0.80 -0.24 -0.20 -0.25 -0.77 -0.10 -0.22 -0.31 -0.08 -0.15 -0.36 0.12 0.08 0.10 0.09 0.07 0.09 0.09 0.10 0.07 0.13 0.08 0.01 0.10 0.10 0.09 0.09 0.09 0.09 0.10 0.10 0.09 0.09 0.11 0.05 0.09 0.10 0.09 0.10 0.09